No. 1
Here is a cluster of 8 separate species, C36H52Br14O5 in total from the Open Molecules 2025 dataset. Energies are from the ωB97M-V functional and the def2-TZVPD basis.

The geometry in XYZ format:
```
107
Properties=species:S:1:pos:R:3
C 3.950 -0.155 3.419
C 3.957 0.899 2.447
C 2.778 1.997 2.437
O 3.085 3.205 2.660
O 1.434 1.564 2.179
C 0.908 2.206 0.974
C 1.223 1.323 -0.340
C 0.815 -0.240 -0.125
C 2.126 -1.206 -0.047
C 2.043 -2.299 1.124
C 1.574 -3.768 0.652
C 0.361 -3.767 -0.396
C -1.011 -3.933 -0.003
C -2.065 -3.848 -1.226
O -3.075 -4.585 -1.328
C -1.698 -2.730 -2.340
C -2.774 -1.758 -3.018
O -4.054 -1.716 -2.353
C -3.965 -1.156 -1.046
C -2.856 -0.207 -0.528
C -2.917 0.267 0.962
C -4.061 -0.176 1.960
C -5.169 -1.133 1.433
C -5.090 -1.597 -0.041
C -0.329 -2.578 -2.744
C 0.697 -3.568 -1.972
O 1.656 -4.157 -2.540
H 3.015 -0.341 4.059
H 4.900 -0.769 3.587
H 4.814 0.997 1.673
H 1.249 3.292 0.888
H -0.242 2.233 1.066
H 2.333 1.415 -0.624
H 0.622 1.795 -1.206
H 0.211 -0.270 0.849
H 0.122 -0.505 -0.992
H 2.418 -1.624 -1.075
H 2.989 -0.488 0.246
H 3.099 -2.353 1.591
H 1.367 -1.858 1.946
H 1.170 -4.287 1.617
H 2.457 -4.435 0.316
H -1.344 -4.083 1.079
H -2.976 -2.186 -4.074
H -2.300 -0.723 -3.196
H -2.010 0.123 -1.229
H -2.115 0.945 1.431
H -4.112 0.140 3.048
H -6.032 -1.540 2.079
H -5.900 -2.329 -0.404
H 0.004 -1.800 -3.507
Br 6.688 1.716 1.269
C 8.160 0.616 0.618
C 7.659 -0.455 -0.315
Br 6.821 -1.911 0.673
H 8.675 0.220 1.494
H 8.823 1.307 0.094
H 8.487 -0.917 -0.855
H 6.923 -0.091 -1.033
Br -0.146 -5.120 2.964
C 0.219 -6.064 4.631
C 0.759 -7.448 4.369
Br -0.660 -8.670 3.832
H -0.707 -6.064 5.207
H 0.962 -5.453 5.147
H 1.175 -7.878 5.281
H 1.515 -7.474 3.584
Br -4.398 6.026 2.895
C -5.452 4.425 3.243
C -4.609 3.333 3.855
Br -3.489 2.457 2.520
H -5.913 4.137 2.298
H -6.230 4.744 3.939
H -5.243 2.539 4.257
H -3.943 3.691 4.641
Br 6.983 -5.018 -2.206
C 5.498 -4.621 -3.406
C 5.638 -3.246 -4.011
Br 5.150 -1.859 -2.732
H 4.581 -4.747 -2.830
H 5.546 -5.388 -4.180
H 4.944 -3.121 -4.845
H 6.649 -3.024 -4.351
Br -1.416 4.861 -0.327
C -0.677 6.649 -0.097
C 0.287 6.704 1.064
Br -0.659 6.735 2.767
H -1.522 7.329 0.013
H -0.161 6.865 -1.035
H 0.862 7.632 1.041
H 0.975 5.858 1.097
Br 2.063 -2.227 -5.900
C 0.676 -1.566 -7.095
C 0.468 -0.081 -6.927
Br -0.544 0.307 -5.307
H -0.221 -2.153 -6.893
H 1.033 -1.792 -8.101
H -0.136 0.316 -7.744
H 1.398 0.483 -6.861
Br -7.957 5.168 0.634
C -7.946 7.000 -0.029
C -8.042 7.993 1.102
Br -9.864 8.112 1.786
H -8.761 7.084 -0.748
H -6.994 7.107 -0.553
H -7.804 8.999 0.753
H -7.400 7.746 1.948
```

structure (SMILES): C=CC(=O)OCCCCCCC1=CC(=O)C(COc2ccccc2)=CC1=O.BrCCBr.BrCCBr.BrCCBr.BrCCBr.BrCCBr.BrCCBr.BrCCBr
HOMO: -7.9111 eV
lowest unoccupied orbital energy: -0.6 eV
molar mass: 1683.5 g/mol



No. 2
Here is a structure of composition C36H52BrN3OP2Pd from the Open Molecules 2025 dataset. Energies are from the ωB97M-V functional and the def2-TZVPD basis.

The geometry in XYZ format:
```
96
Properties=species:S:1:pos:R:3
N -5.363 -1.647 3.659
C -4.360 -0.872 4.083
C -3.883 0.212 3.338
C -4.415 0.442 2.040
C -5.548 -0.324 1.670
C -5.963 -1.375 2.499
C -3.740 1.306 1.093
Pd 0.224 0.451 -2.691
P 2.731 0.683 -2.816
C -4.044 1.345 -0.243
C -3.252 1.953 -1.263
C -3.527 1.624 -2.633
C -2.455 1.510 -3.498
C -1.203 1.839 -2.923
C -1.063 2.766 -1.863
C -2.108 2.735 -0.944
Br 0.423 1.905 -4.674
H -2.906 1.893 1.480
H -4.965 0.867 -0.593
H -3.084 0.840 3.740
H -6.094 -0.129 0.748
H -3.924 -1.112 5.063
H -6.808 -2.010 2.211
H -4.548 1.372 -2.929
H -2.062 3.248 0.015
H -2.504 1.153 -4.525
H -0.165 3.372 -1.770
P -0.260 -1.625 -1.837
C 3.184 2.233 -1.953
C 4.202 3.146 -2.628
H 3.552 1.917 -0.966
H 2.235 2.763 -1.790
H 4.339 4.043 -2.007
H 5.191 2.680 -2.725
H 3.875 3.485 -3.619
C 3.394 0.710 -4.541
C 4.897 0.652 -4.788
H 2.959 1.612 -5.005
H 2.911 -0.151 -5.028
H 5.091 0.858 -5.850
H 5.460 1.401 -4.221
H 5.308 -0.341 -4.583
C 3.669 -0.610 -1.935
C 5.163 -0.383 -1.711
H 3.497 -1.536 -2.506
H 3.156 -0.717 -0.968
H 5.589 -1.256 -1.201
H 5.718 -0.262 -2.644
H 5.357 0.491 -1.077
C 0.549 -2.569 -0.496
C 1.904 -3.208 -0.780
H -0.169 -3.351 -0.198
H 0.627 -1.862 0.343
H 1.922 -4.232 -0.380
H 2.137 -3.261 -1.850
H 2.706 -2.657 -0.275
C -0.382 -2.813 -3.236
C -1.324 -2.358 -4.350
H -0.691 -3.784 -2.820
H 0.644 -2.933 -3.617
H -1.147 -2.968 -5.244
H -2.376 -2.480 -4.064
H -1.154 -1.306 -4.620
C -1.985 -1.423 -1.217
C -2.291 -1.785 0.234
H -2.630 -1.993 -1.900
H -2.224 -0.357 -1.381
H -3.354 -1.586 0.427
H -2.112 -2.845 0.459
H -1.706 -1.170 0.934
C 0.380 1.348 5.474
N 0.397 1.544 4.040
N 0.590 0.525 3.175
C 0.668 1.028 1.875
O 0.760 0.311 0.858
C 0.583 2.456 2.042
C 0.424 2.720 3.377
C 0.285 4.008 4.092
C 0.432 -0.840 3.544
C -0.674 -1.240 4.296
C -0.848 -2.588 4.598
C 0.097 -3.528 4.161
C 1.200 -3.122 3.395
C 1.365 -1.775 3.073
H 1.010 0.502 5.775
H -0.644 1.188 5.844
H 0.769 2.256 5.949
H 0.632 3.153 1.227
H -0.632 4.056 4.693
H 1.140 4.212 4.752
H 0.240 4.815 3.352
H -1.394 -0.490 4.630
H -1.721 -2.899 5.176
H -0.030 -4.584 4.415
H 1.934 -3.851 3.047
H 2.213 -1.421 2.484
```

energy above the lowest of the compared OMol25 structures with the same formula, charge and spin: 0.128 eV
HOMO: -5.5940 eV
lowest unoccupied orbital energy: 0.0 eV
molar mass: 791.1 g/mol



No. 3
Here is a structure of composition C36H52MnN3OP2S from the Open Molecules 2025 dataset. Energies are from the ωB97M-V functional and the def2-TZVPD basis.

The geometry in XYZ format:
```
96
Properties=species:S:1:pos:R:3
C 2.701 0.025 0.835
C 1.379 1.832 1.594
C 3.837 0.629 1.393
C 2.550 2.609 1.870
C 3.762 1.944 1.907
H 4.731 0.009 1.476
H 2.374 3.639 2.193
H 4.652 2.384 2.376
N 1.491 0.579 0.964
P 1.664 -1.651 -1.232
P -1.252 1.171 1.663
C 2.906 -1.330 0.103
H 3.911 -1.255 -0.348
H 2.927 -2.164 0.849
C -1.216 -1.536 -1.122
O -2.068 -2.076 -1.737
C 0.079 2.288 2.015
H -0.074 3.386 1.994
C -2.934 1.999 0.791
C -1.436 1.034 3.559
C 2.516 -0.787 -2.744
C 1.797 -3.572 -1.428
C -3.347 1.339 -0.538
H -3.533 0.260 -0.451
H -4.299 1.787 -0.891
H -2.588 1.490 -1.316
C -4.121 1.831 1.749
H -4.346 0.774 1.935
H -3.967 2.326 2.714
H -5.032 2.266 1.301
C -2.649 3.479 0.505
H -3.542 3.966 0.064
H -2.377 4.039 1.410
H -1.831 3.613 -0.222
C -2.510 0.022 3.928
H -2.424 -0.880 3.303
H -2.350 -0.280 4.974
H -3.527 0.425 3.842
C -0.088 0.539 4.141
H 0.178 -0.411 3.660
H 0.743 1.243 4.001
H -0.188 0.361 5.224
C -1.731 2.489 4.009
H -1.739 3.210 3.180
H -2.698 2.617 4.512
H -0.923 2.832 4.673
C 0.888 -3.966 -2.601
H 0.741 -5.056 -2.586
H -0.104 -3.503 -2.529
H 1.326 -3.720 -3.576
C 1.264 -4.241 -0.151
H 1.841 -3.968 0.741
H 0.212 -3.994 0.032
H 1.328 -5.335 -0.267
C 3.224 -4.103 -1.652
H 3.232 -5.184 -1.442
H 3.568 -4.003 -2.687
H 3.963 -3.642 -0.986
C 2.876 0.673 -2.442
H 3.476 1.078 -3.281
H 1.989 1.302 -2.384
H 3.434 0.799 -1.517
C 1.483 -0.863 -3.878
H 0.515 -0.444 -3.580
H 1.848 -0.284 -4.737
H 1.324 -1.891 -4.227
C 3.853 -1.416 -3.168
H 4.569 -1.474 -2.335
H 3.744 -2.396 -3.641
H 4.311 -0.752 -3.923
Mn -0.206 -0.549 0.012
N -0.221 0.867 -1.445
C 0.083 1.724 -2.286
C 0.072 3.212 -2.510
C -0.485 3.701 -3.691
C 0.591 4.151 -1.553
C -0.187 5.020 -4.116
H -1.050 3.018 -4.333
C 0.814 5.491 -1.974
H 0.857 3.902 -0.515
C 0.487 5.910 -3.265
H -0.417 5.336 -5.109
H 1.279 6.163 -1.250
H 0.726 6.924 -3.609
S -0.361 -1.947 1.790
C -1.782 -2.970 1.684
N -1.540 -4.271 2.058
C -2.489 -5.255 2.018
C -3.766 -4.926 1.606
C -4.057 -3.610 1.239
C -3.062 -2.633 1.253
H -0.590 -4.503 2.354
H -2.166 -6.232 2.343
H -4.532 -5.695 1.577
H -5.067 -3.337 0.937
H -3.244 -1.605 0.930
```

energy above the lowest of the compared OMol25 structures with the same formula, charge and spin: 4.273 eV
total charge: +1
expectation value of S²: 8.86
HOMO (spin up / spin down): -7.1346 / -10.2333 eV
lowest unoccupied orbital energy (spin up / spin down): -3.4 / -3.9 eV
molar mass: 691.8 g/mol
multiplicity: 6



No. 4
Here is a structure of composition C36H53LaNP2 from the Open Molecules 2025 dataset. Energies are from the ωB97M-V functional and the def2-TZVPD basis.

The geometry in XYZ format:
```
93
Properties=species:S:1:pos:R:3
La 0.037 -0.837 1.577
C -1.368 0.600 3.535
C -2.565 0.404 2.811
C -1.683 -1.669 3.262
C -0.839 -0.685 3.880
C -2.748 -0.977 2.615
C -0.767 1.894 3.938
H -1.215 2.735 3.396
H 0.323 1.919 3.777
H -0.932 2.073 5.014
C 0.521 -0.897 4.433
H 1.067 0.055 4.524
H 1.134 -1.626 3.866
H 0.460 -1.303 5.451
C -1.382 -3.109 3.083
H -1.495 -3.641 4.039
H -0.346 -3.297 2.729
H -2.097 -3.574 2.386
C -3.882 -1.629 1.916
H -4.608 -2.007 2.654
H -3.560 -2.494 1.318
H -4.417 -0.929 1.261
C -3.495 1.463 2.354
H -4.327 1.552 3.069
H -3.926 1.225 1.372
H -2.999 2.437 2.298
C 1.383 4.808 -3.640
C 0.580 5.620 -2.931
C -0.694 6.259 -3.396
C -1.408 5.586 -4.596
C -1.776 4.146 -4.375
C -1.032 3.051 -4.574
C 0.359 2.992 -5.129
C 1.190 4.297 -5.038
H -0.502 7.312 -3.666
H -0.833 5.756 -5.514
H -1.403 6.292 -2.553
H 0.784 5.045 -5.729
H 2.328 4.487 -3.188
H 0.912 5.946 -1.939
H 2.196 4.047 -5.416
H 0.915 2.191 -4.614
H -1.498 2.070 -4.412
H 0.317 2.693 -6.192
H -2.359 6.129 -4.729
H -2.810 4.019 -4.030
P 0.111 1.663 0.054
P -1.490 -1.047 -0.947
C 0.021 1.260 -1.751
C -0.219 -0.236 -2.051
H 0.972 1.592 -2.189
H -0.760 1.897 -2.198
H -0.592 -0.365 -3.075
H 0.717 -0.815 -1.967
C -1.429 -2.837 -1.326
H -2.232 -3.320 -0.744
H -0.454 -3.277 -1.047
H -1.618 -3.017 -2.392
C -3.083 -0.470 -1.621
H -3.132 -0.543 -2.715
H -3.264 0.579 -1.341
H -3.890 -1.096 -1.212
C 1.910 1.917 0.435
H 2.025 2.080 1.525
H 2.301 2.798 -0.094
H 2.516 1.040 0.138
C -0.641 3.300 0.278
H -1.736 3.209 0.202
H -0.302 4.043 -0.456
H -0.380 3.665 1.283
C 2.251 -4.765 -1.958
C 2.516 -3.388 -1.913
C 2.199 -2.648 -0.773
C 1.634 -3.329 0.331
C 1.271 -4.690 0.244
C 1.634 -5.417 -0.878
N 1.601 -2.714 1.600
C 2.548 -3.221 2.503
C 2.127 -3.821 3.707
C 3.038 -4.509 4.488
C 4.386 -4.585 4.089
C 4.806 -3.952 2.899
C 3.906 -3.238 2.132
H 2.531 -5.343 -2.839
H 2.998 -2.897 -2.765
H 2.485 -1.592 -0.668
H 0.800 -5.148 1.119
H 1.438 -6.492 -0.918
H 1.075 -3.790 3.999
H 2.703 -5.004 5.407
H 5.099 -5.141 4.707
H 5.856 -4.034 2.593
H 4.204 -2.734 1.207
```

total charge: +1
HOMO: -9.7022 eV
lowest unoccupied orbital energy: -2.7 eV
molar mass: 700.7 g/mol



No. 5
Here is a cluster of 3 separate species, C36H53N3O7S in total from the Open Molecules 2025 dataset. Energies are from the ωB97M-V functional and the def2-TZVPD basis.

The geometry in XYZ format:
```
100
Properties=species:S:1:pos:R:3
N 6.669 -3.084 0.004
C 7.711 -3.032 -1.080
C 7.442 -1.873 -2.108
O 6.882 -0.717 -1.439
C 6.644 -2.295 -3.406
C 5.465 -3.276 -3.164
C 5.780 -4.724 -3.052
C 4.777 -5.744 -2.827
C 3.349 -5.359 -2.716
C 2.335 -6.516 -2.488
S 1.309 -6.352 -0.978
O 1.951 -5.406 -0.072
O 1.128 -7.701 -0.416
C 3.014 -3.954 -2.846
C 4.059 -2.921 -3.068
C 3.599 -1.453 -3.210
O 4.187 -0.574 -3.803
C 2.225 -1.072 -2.568
C 1.891 0.311 -2.187
C 0.557 0.580 -1.627
C -0.460 -0.448 -1.424
C -0.132 -1.828 -1.798
C 1.190 -2.080 -2.347
C 1.528 -3.539 -2.776
O 0.592 -4.267 -3.066
H 6.946 -2.315 0.628
H 6.915 -3.919 0.554
H 7.902 -4.029 -1.545
H 8.675 -2.752 -0.549
H 8.463 -1.537 -2.466
H 7.369 0.040 -1.810
H 6.375 -1.366 -3.961
H 7.382 -2.846 -4.063
H 6.851 -5.033 -3.152
H 5.084 -6.819 -2.765
H 2.893 -7.483 -2.474
H 1.638 -6.528 -3.375
H 0.036 -5.932 -1.354
H 2.610 1.148 -2.308
H 0.268 1.629 -1.356
H -1.484 -0.263 -1.023
H -0.879 -2.638 -1.651
C 0.502 7.239 1.325
C -0.537 6.093 1.323
C -1.170 5.989 2.718
C -0.206 5.429 3.762
C 0.384 4.097 3.306
C 0.966 4.113 1.880
N 0.090 4.807 0.891
O -0.892 3.970 0.570
C 2.358 4.780 1.876
C 1.263 2.652 1.480
C -1.596 6.576 0.312
H 0.003 8.212 1.299
H 1.126 7.265 2.215
H 1.152 7.188 0.448
H -2.059 5.350 2.681
H -1.518 6.973 3.045
H 0.596 6.142 3.973
H -0.737 5.284 4.708
H 1.156 3.786 4.016
H -0.406 3.340 3.369
H 2.733 4.895 0.856
H 3.084 4.169 2.418
H 2.382 5.754 2.361
H 0.388 2.009 1.574
H 2.033 2.225 2.126
H 1.626 2.594 0.451
H -1.150 6.723 -0.675
H -2.017 7.531 0.633
H -2.435 5.886 0.209
C -7.462 0.423 0.621
C -6.358 -0.445 -0.029
C -6.759 -1.924 0.072
C -6.671 -2.463 1.498
C -5.290 -2.208 2.097
C -4.794 -0.757 1.957
N -5.029 -0.177 0.603
O -4.097 -0.664 -0.208
C -5.466 0.144 3.016
C -3.301 -0.734 2.357
C -6.384 -0.004 -1.506
H -8.333 0.494 -0.035
H -7.845 0.019 1.556
H -7.112 1.441 0.801
H -6.119 -2.533 -0.575
H -7.780 -2.060 -0.299
H -7.443 -2.016 2.131
H -6.871 -3.539 1.494
H -5.301 -2.496 3.152
H -4.582 -2.885 1.605
H -5.204 1.193 2.858
H -5.132 -0.122 4.022
H -6.550 0.062 3.040
H -2.707 -1.443 1.781
H -3.183 -1.006 3.407
H -2.874 0.264 2.223
H -6.168 1.063 -1.595
H -7.373 -0.181 -1.936
H -5.673 -0.551 -2.127
```

expectation value of S²: 2.01
HOMO (spin up / spin down): -8.8380 / -8.9867 eV
lowest unoccupied orbital energy (spin up / spin down): -0.7 / -0.7 eV
molar mass: 671.9 g/mol
multiplicity: 3